# 1
Formula: C26H37N5O3S
Source: the Open Molecules 2025 dataset
Level of theory: ωB97M-V with the def2-TZVPD basis set

The SMILES is CCN(CC)CCCNC(=O)C1CCN(C(=O)c2oc3cc4sc(N(C)C)nc4cc3c2C)CC1.

Positions of all 72 atoms, in Å:
C  -6.616  -0.009  -0.608
H  -5.782  -0.150  -1.289
H  -7.197  0.849  -0.936
H  -7.256  -0.886  -0.670
C  -6.114  0.229  0.814
N  -5.018  -0.658  1.177
C  -4.234  -0.154  2.292
H  -3.413  -0.854  2.467
C  -4.976  0.069  3.616
H  -5.433  -0.852  3.972
H  -5.753  0.821  3.504
H  -4.272  0.413  4.369
H  -3.797  0.800  1.978
C  -5.420  -2.047  1.319
H  -6.232  -2.236  0.617
C  -4.290  -3.031  1.002
C  -3.845  -3.000  -0.457
N  -3.172  -1.771  -0.805
C  -3.395  -1.123  -1.962
O  -4.150  -1.537  -2.820
C  -2.586  0.160  -2.153
C  -1.087  -0.149  -2.238
H  -0.740  -0.625  -1.319
C  -0.307  1.153  -2.438
N  -0.590  2.063  -1.355
C  0.241  2.466  -0.367
O  -0.114  3.286  0.470
C  1.614  1.919  -0.318
C  2.738  2.536  0.157
C  3.790  1.567  0.060
C  5.146  1.588  0.367
C  5.867  0.429  0.143
N  7.202  0.277  0.387
C  7.630  -0.895  0.087
N  8.906  -1.290  0.183
C  9.870  -0.423  0.817
H  10.146  -0.807  1.804
H  9.428  0.563  0.926
H  10.767  -0.359  0.199
C  9.313  -2.651  -0.042
H  9.318  -3.228  0.889
H  8.639  -3.133  -0.748
H  10.321  -2.655  -0.460
S  6.383  -2.019  -0.549
C  5.224  -0.730  -0.381
C  3.882  -0.771  -0.692
C  3.184  0.403  -0.460
O  1.869  0.620  -0.690
H  3.407  -1.652  -1.089
H  5.631  2.465  0.762
C  2.883  3.927  0.656
H  3.340  3.919  1.644
H  1.910  4.403  0.718
H  3.530  4.499  -0.010
C  -1.987  2.440  -1.298
C  -2.844  1.197  -1.056
H  -2.592  0.787  -0.078
H  -3.898  1.475  -1.044
H  -2.267  2.917  -2.243
H  -2.104  3.159  -0.485
H  -0.630  1.630  -3.372
H  0.760  0.954  -2.507
H  -0.891  -0.827  -3.069
H  -2.907  0.578  -3.113
H  -2.595  -1.351  -0.096
H  -3.169  -3.847  -0.642
H  -4.700  -3.094  -1.130
H  -3.428  -2.839  1.645
H  -4.648  -4.038  1.226
H  -5.802  -2.265  2.330
H  -5.726  1.249  0.882
H  -6.964  0.146  1.513

Löwdin atomic charge list, values in e, 2 entries: C -0.071; H 0.054

***

# 2
Formula: C5H12N2
Source: the Open Molecules 2025 dataset
Level of theory: ωB97M-V with the def2-TZVPD basis set

The SMILES is CCCC/N=C\N.

Positions of all 19 atoms, in Å:
C  0.363  0.011  2.260
C  0.721  -1.018  1.161
C  0.275  -0.616  -0.280
C  0.782  0.786  -0.589
N  -1.853  0.371  -1.481
C  -0.771  0.595  -2.258
N  0.239  1.222  -1.836
H  1.220  0.719  2.375
H  0.312  -0.539  3.247
H  -0.643  0.585  2.181
H  0.162  -1.962  1.374
H  1.815  -1.164  1.087
H  0.872  -1.265  -0.943
H  -0.698  -0.911  -0.593
H  0.402  1.565  0.175
H  1.852  0.866  -0.515
H  -1.817  0.705  -0.555
H  -2.118  -0.569  -1.502
H  -1.115  0.619  -3.307

Löwdin atomic charge list, values in e, 2 entries: C -0.145; C -0.251

***

# 3
Formula: C19H34N3O6
Source: the Open Molecules 2025 dataset
Level of theory: ωB97M-V with the def2-TZVPD basis set

The total charge is +1.

Positions of all 62 atoms, in Å:
N  -0.303  0.059  1.514
C  0.605  1.027  1.261
N  1.719  0.755  0.583
C  1.529  1.285  -0.863
C  0.464  2.396  -0.920
C  0.306  3.198  0.370
O  -0.857  3.988  0.330
C  -1.928  3.565  1.118
O  -2.172  4.083  2.142
C  -2.746  2.473  0.528
C  -3.254  1.471  1.351
C  -3.991  0.442  0.776
C  -4.225  0.416  -0.595
C  -3.741  1.446  -1.396
C  -2.993  2.483  -0.845
N  0.419  2.352  1.616
H  -0.561  -0.257  2.436
H  -0.848  -0.301  0.742
H  1.813  -0.258  0.553
H  2.499  1.567  -1.249
H  1.149  0.426  -1.402
H  -0.471  1.980  -1.282
H  0.774  3.115  -1.672
H  1.121  3.912  0.409
H  -3.043  1.512  2.407
H  -4.368  -0.347  1.411
H  -4.779  -0.401  -1.028
H  -3.941  1.454  -2.457
H  -2.623  3.277  -1.471
H  1.305  2.656  2.012
C  -2.730  -5.197  -1.757
O  -3.763  -5.874  -1.070
C  -4.249  -5.170  0.061
C  -5.563  -4.480  -0.230
O  -5.408  -3.430  -1.176
C  -5.837  -3.791  -2.481
H  -2.571  -5.711  -2.704
H  -2.995  -4.156  -1.961
H  -1.798  -5.230  -1.180
H  -3.508  -4.444  0.411
H  -4.406  -5.905  0.856
H  -5.937  -4.030  0.695
H  -6.305  -5.205  -0.576
H  -6.929  -3.842  -2.523
H  -5.417  -4.749  -2.791
H  -5.496  -3.017  -3.167
C  7.625  -0.134  0.380
O  6.377  0.379  -0.067
C  5.488  0.694  0.984
C  5.439  2.184  1.250
O  6.658  2.662  1.773
C  7.466  3.332  0.815
H  8.298  -0.150  -0.474
H  8.059  0.493  1.162
H  7.506  -1.155  0.755
H  5.753  0.151  1.895
H  4.489  0.363  0.667
H  4.667  2.381  2.006
H  5.168  2.725  0.336
H  7.040  4.312  0.575
H  7.572  2.747  -0.101
H  8.448  3.476  1.258

Löwdin atomic charge list, values in e, 2 entries: N 0.232; C -0.367

***

no.,lowest unoccupied orbital energy (eV),HOMO-LUMO gap (eV),HOMO level (eV)
1,0.54,8.286,-7.746
2,0.90,9.549,-8.653
3,-5.18,6.092,-11.269